No. 1
Density functional theory data (wB97M-V/def2-TZVPD) for a single C4H4O4 molecule.

As for the LUMO energy: -0.389 eV. The HOMO-LUMO gap comes out at 9.95 eV. As for the energy above the lowest of the compared OMol25 structures with the same formula, charge and spin: 139.79 kJ/mol. Its spin multiplicity is 1. Its HOMO energy is -10.335 eV. Its SMILES is O=CCC(=O)C(=O)O. The charge is 0. The value obtained for the total energy is -12401.8554 eV.

```
12
Properties=species:S:1:pos:R:3:nbo_charge:R:1
C 1.668 -0.123 0.318 0.70
C 0.433 0.787 -0.148 0.50
C -0.844 0.032 -0.531 -0.64
C -1.912 0.174 0.534 0.44
H 2.488 -1.652 -0.313 0.50
H -0.718 -0.955 -0.896 0.27
H -1.250 0.573 -1.392 0.27
H -1.670 0.951 1.307 0.13
O 1.616 -1.270 -0.439 -0.69
O 2.484 0.093 1.147 -0.52
O 0.566 1.984 -0.187 -0.46
O -2.860 -0.593 0.598 -0.49
```

=====

No. 2
Density functional theory data (wB97M-V/def2-TZVPD) for C43H47BrCl3N7O2PS2Ta as an isolated structure.

As for the LUMO energy: -0.653 eV. The HOMO-LUMO gap comes out at 6.98 eV. As for the energy above the lowest of the compared OMol25 structures with the same formula, charge and spin: 213.08 kJ/mol. Its spin multiplicity is 1. Its HOMO energy is -7.633 eV. The charge is 0. The value obtained for the total energy is -200003.3452 eV.

```
107
Properties=species:S:1:pos:R:3:mulliken_charge:R:1
Ta -0.262 -0.058 -0.132 1.01
S -1.105 2.221 1.226 -0.36
C -1.925 2.573 -0.224 0.50
C -2.651 3.755 -0.442 -0.86
C -3.305 3.916 -1.638 -0.52
C -3.226 2.908 -2.601 -1.20
C -2.478 1.784 -2.322 -0.14
N -1.845 1.621 -1.165 0.13
H -2.675 4.500 0.336 0.55
H -3.870 4.814 -1.834 0.44
H -3.730 3.002 -3.548 0.47
H -2.336 0.984 -3.034 0.53
Cl 4.053 -5.984 -1.459 -0.24
C 2.814 -4.785 -1.455 0.28
C 2.662 -3.962 -0.350 -1.05
C 1.660 -3.012 -0.374 0.60
Cl 1.410 -1.928 0.950 -0.02
C 0.784 -2.826 -1.464 -1.02
O -0.155 -1.948 -1.460 0.39
C 0.999 -3.697 -2.560 0.48
Cl -0.034 -3.508 -3.916 -0.20
C 1.988 -4.656 -2.563 -0.66
H 3.308 -4.059 0.509 0.52
H 2.113 -5.301 -3.417 0.49
Br -1.246 5.291 6.439 -0.19
C 0.544 4.835 5.990 0.08
C 1.430 4.500 7.002 -0.49
C 2.710 4.109 6.674 -0.11
C 3.094 4.017 5.333 -0.13
C 2.213 4.439 4.332 0.00
C 0.939 4.848 4.662 -0.55
N 4.395 3.605 5.077 -0.49
N 4.735 2.878 4.144 -0.50
C 3.885 2.218 3.282 0.12
C 4.210 2.298 1.936 -0.51
C 3.354 1.824 0.956 -0.95
C 2.164 1.192 1.292 -0.16
O 1.298 0.792 0.411 -0.32
C 1.875 0.956 2.677 0.59
N 0.774 0.234 2.955 0.35
C 0.466 0.036 4.211 -0.04
C 1.249 0.487 5.282 -1.30
C 2.405 1.172 5.013 -0.88
C 2.731 1.477 3.680 0.60
H 1.114 4.538 8.033 0.43
H 3.416 3.826 7.439 0.48
H 2.529 4.449 3.299 0.44
H 0.250 5.146 3.886 0.45
H 5.106 2.837 1.664 0.44
H 3.590 1.970 -0.086 0.55
H -0.433 -0.531 4.392 0.19
H 0.957 0.274 6.297 0.47
H 3.073 1.466 5.811 0.71
C -2.691 -0.566 -5.320 -0.91
C -1.212 -0.545 -5.106 0.93
C -0.309 -0.839 -6.124 -1.06
C 1.036 -0.737 -5.802 -0.27
N 1.451 -0.328 -4.622 -0.54
C 0.515 -0.053 -3.714 -0.08
S 1.090 0.610 -2.228 -0.43
N -0.796 -0.181 -3.900 0.37
H -2.946 -1.001 -6.282 0.47
H -3.062 0.459 -5.289 0.20
H -3.171 -1.125 -4.523 -0.09
H -0.640 -1.127 -7.108 0.44
H 1.816 -0.984 -6.512 0.41
C -5.061 -1.666 2.972 -1.94
C -3.613 -1.362 2.603 2.51
C -3.315 0.113 2.865 -1.42
C -2.665 -2.160 3.498 -1.88
P -3.133 -1.757 0.787 -0.74
N -1.817 -0.967 0.432 0.79
C -4.516 -1.200 -0.429 3.04
C -5.799 -2.031 -0.425 -2.02
C -4.854 0.243 -0.057 -1.91
C -3.915 -1.189 -1.839 -2.40
C -2.864 -3.657 0.584 2.65
C -1.502 -4.017 1.175 -2.07
C -2.787 -3.955 -0.912 -2.00
C -3.954 -4.516 1.218 -1.91
H -5.182 -1.540 4.048 0.52
H -5.340 -2.684 2.718 0.28
H -5.746 -0.979 2.483 0.32
H -3.427 0.319 3.929 0.57
H -3.982 0.780 2.332 0.34
H -2.294 0.346 2.572 -0.19
H -2.683 -1.750 4.508 0.69
H -1.650 -2.089 3.109 0.18
H -2.958 -3.203 3.574 0.20
H -6.230 -2.118 0.568 0.30
H -5.641 -3.028 -0.826 0.36
H -6.531 -1.536 -1.064 0.52
H -5.453 0.295 0.847 0.34
H -5.432 0.710 -0.854 0.66
H -3.938 0.813 0.081 0.22
H -4.061 -2.134 -2.350 0.39
H -2.846 -0.978 -1.794 0.29
H -4.400 -0.418 -2.435 0.78
H -0.793 -3.228 0.945 0.58
H -1.140 -4.942 0.727 0.55
H -1.535 -4.168 2.248 0.27
H -2.097 -3.270 -1.396 0.25
H -3.760 -3.896 -1.387 0.22
H -2.422 -4.970 -1.059 0.69
H -3.959 -4.431 2.300 0.32
H -3.759 -5.559 0.971 0.50
H -4.941 -4.263 0.846 0.32
```

=====

No. 3
Density functional theory data (wB97M-V/def2-TZVPD) for C34H58N2O4PdSi as an isolated structure.

As for the LUMO energy (alpha / beta): -0.083 / -0.084 eV. The HOMO-LUMO gap (alpha / beta) comes out at 4.37 / 6.41 eV. The expectation value of S² is 2.008. Its spin multiplicity is 3. Its HOMO energy (alpha / beta) is -4.457 / -6.495 eV. The charge is 0. The value obtained for the total energy is -58723.0142 eV.

```
100
Properties=species:S:1:pos:R:3:lowdin_spin:R:1
O -0.533 -2.115 -2.515 0.00
O 1.500 -3.252 -2.868 0.00
C -1.587 -2.636 -1.645 0.00
C -2.939 -2.709 -2.309 0.00
H -1.623 -1.985 -0.760 0.00
H -1.243 -3.630 -1.330 0.00
H -3.460 -1.748 -2.274 0.00
H -3.571 -3.408 -1.758 0.00
H -2.889 -3.052 -3.348 0.00
C -0.868 -0.966 -3.363 0.00
C -0.182 -1.047 -4.700 0.00
H -0.588 -0.070 -2.795 0.00
H -1.955 -0.961 -3.499 0.00
H 0.912 -1.115 -4.649 0.00
H -0.436 -0.133 -5.250 0.00
H -0.578 -1.903 -5.265 0.00
C 2.584 -2.447 -2.273 0.00
C 1.551 -4.679 -2.450 0.00
C 2.268 -0.983 -2.182 0.00
H 3.428 -2.640 -2.942 0.00
H 2.846 -2.845 -1.281 0.00
H 2.004 -0.542 -3.148 0.00
H 3.188 -0.490 -1.843 0.00
H 1.495 -0.749 -1.437 0.00
C 1.327 -5.576 -3.643 0.00
H 0.803 -4.807 -1.653 0.00
H 2.540 -4.839 -2.007 0.00
H 0.316 -5.481 -4.048 0.00
H 1.488 -6.615 -3.336 0.00
H 2.025 -5.339 -4.452 0.00
H 0.520 -2.792 -2.797 0.00
N -1.758 2.490 0.559 0.04
C -1.683 3.741 1.015 0.00
C -0.697 4.216 1.879 0.01
C 0.555 3.657 2.136 0.01
C -2.702 4.741 0.525 0.00
H -3.719 4.330 0.502 0.00
H -2.446 5.099 -0.485 0.00
H -2.689 5.608 1.194 0.00
C 1.634 4.539 2.727 0.01
H 2.523 4.607 2.081 0.00
H 1.961 4.179 3.714 0.00
H 1.226 5.546 2.847 0.00
N 0.853 2.394 1.879 0.10
C -2.395 2.193 -0.683 0.01
C -3.730 1.723 -0.729 0.01
C -4.596 1.727 0.489 0.00
C -4.258 1.281 -1.942 0.00
H -5.264 0.851 -1.953 0.00
C -3.532 1.435 -3.120 0.01
H -3.963 1.096 -4.065 0.00
C -2.289 2.064 -3.103 0.00
H -1.757 2.279 -4.033 0.00
C -1.698 2.432 -1.894 0.01
C -0.373 3.127 -1.883 0.00
C 2.129 1.899 2.182 0.01
C 2.350 1.294 3.452 0.01
C 1.331 1.441 4.531 0.00
C 3.441 0.439 3.613 0.00
H 3.563 -0.079 4.568 0.00
C 4.335 0.222 2.563 0.01
H 5.164 -0.478 2.697 0.00
C 4.181 0.899 1.353 0.00
H 4.895 0.755 0.535 0.00
C 3.107 1.766 1.156 0.01
C 2.929 2.478 -0.148 0.00
Pd -0.742 0.961 1.526 1.25
H -4.724 0.718 0.897 0.00
H -5.594 2.116 0.245 0.00
H -4.184 2.363 1.278 0.00
H 0.197 2.876 -0.979 0.00
H -0.495 4.222 -1.907 0.00
H 0.221 2.851 -2.766 0.00
H 1.610 0.824 5.392 0.00
H 0.330 1.131 4.195 0.00
H 1.250 2.477 4.884 0.00
H 2.686 3.541 -0.010 0.00
H 2.134 2.019 -0.754 0.00
H 3.855 2.426 -0.736 0.00
H -0.852 5.214 2.284 0.00
C 0.447 -0.526 1.661 0.19
Si 0.524 -2.228 2.464 0.03
H 1.481 -0.156 1.709 0.01
H 0.305 -0.688 0.559 0.03
C -0.787 -3.386 1.792 0.00
C 0.387 -2.097 4.318 0.00
C 2.237 -2.821 1.908 0.01
H 2.774 -3.294 2.743 0.00
H 2.868 -1.994 1.552 0.00
H 2.169 -3.558 1.093 0.00
H -1.773 -2.902 1.784 0.00
H -0.835 -4.270 2.442 0.00
H -0.560 -3.726 0.772 0.00
H -0.564 -1.621 4.597 0.00
H 1.206 -1.511 4.755 0.00
H 0.416 -3.100 4.771 0.00
O -2.589 -0.209 1.546 0.09
C -2.755 -0.079 2.817 0.01
O -1.905 0.439 3.592 0.10
H -3.708 -0.453 3.243 0.01
```

=====

No. 4
Density functional theory data (wB97M-V/def2-TZVPD) for a single C2H4Cl2N2 molecule.

As for the LUMO energy: -1.443 eV. The HOMO-LUMO gap comes out at 7.26 eV. As for the energy above the lowest of the compared OMol25 structures with the same formula, charge and spin: 529.61 kJ/mol. Its spin multiplicity is 1. Its HOMO energy is -8.701 eV. The charge is 0. The value obtained for the total energy is -30158.2093 eV.

```
10
Properties=species:S:1:pos:R:3:nbo_charge:R:1
C -0.044 -0.958 0.124 -0.25
C 1.053 -0.375 -0.177 0.08
N -2.974 0.960 -0.211 -0.82
N 2.372 -0.909 -0.181 -0.82
Cl -1.711 -0.683 -0.018 0.43
Cl 1.159 1.440 -0.212 -0.08
H -2.460 1.753 -0.531 0.35
H -2.929 0.948 0.785 0.33
H 2.418 -1.820 0.312 0.39
H 3.115 -0.354 0.109 0.39
```

=====

No. 5
Density functional theory data (wB97M-V/def2-TZVPD) for a 2-piece molecular cluster, C3H10N2O2 overall.

As for the LUMO energy: 1.023 eV. The HOMO-LUMO gap comes out at 10.48 eV. As for the energy above the lowest of the compared OMol25 structures with the same formula, charge and spin: 444.29 kJ/mol. Its spin multiplicity is 1. Its HOMO energy is -9.457 eV. Its SMILES is CC(C)=O.NON. The charge is 0. The value obtained for the total energy is -10344.8830 eV.

```
17
Properties=species:S:1:pos:R:3:nbo_charge:R:1
C -0.943 1.054 -1.108 -0.73
C -1.295 -1.409 -0.564 -0.73
C -1.064 -0.011 -0.045 0.64
O -1.327 0.281 1.117 -0.62
H -0.787 2.028 -0.649 0.22
H -0.099 0.820 -1.755 0.24
H -1.630 -1.434 -1.597 0.22
H -0.358 -1.959 -0.521 0.25
H -1.844 1.067 -1.718 0.23
H -2.023 -1.927 0.057 0.23
N 2.124 0.447 -0.281 -0.49
N 1.264 0.073 1.992 -0.56
O 1.249 -0.306 0.488 -0.31
H 1.908 1.435 -0.141 0.34
H 3.078 0.272 0.028 0.34
H 0.336 0.401 2.264 0.38
H 1.411 -0.833 2.431 0.34
```

=====

What is the charge in the first record?
0

=====

What is the formula in the second record?
C43H47BrCl3N7O2PS2Ta

=====

Which formula does entry 4 have?
C2H4Cl2N2